# C18H33BrCl28O5

C18H33BrCl28O5 as an isolated structure at a distorted geometry (ωB97M-V/def2-TZVPD, the Open Molecules 2025 dataset).

The geometry in XYZ format:
```
85
Properties=species:S:1:pos:R:3:forces:R:3
O 1.3931 0.2411 2.6432 -1.52 1.80 -4.40
C 1.0092 0.6645 1.5182 1.72 -1.47 3.19
O 2.0348 1.0585 0.6150 -2.87 -0.37 0.44
C -0.5532 0.6824 1.2073 -0.90 0.14 -0.02
C -1.2111 2.1500 1.1565 1.68 0.39 1.38
O -2.5225 2.1990 0.5273 -0.65 -2.74 0.39
C -3.4211 1.2511 1.0728 -2.96 1.38 3.16
O -4.2068 1.5913 1.9987 3.36 -1.50 -3.65
O -3.5578 -0.0945 0.6131 0.84 2.89 0.31
Br -3.3944 -0.2018 -1.2101 0.56 -0.43 0.37
H 1.6502 1.2611 -0.2717 0.25 -0.18 0.81
H -0.8660 0.1349 0.2557 0.91 0.70 1.01
H -1.0678 0.1221 2.0771 1.18 0.79 -1.36
H -1.3432 2.5385 2.2376 0.31 -0.71 -1.83
H -0.5131 2.8932 0.6204 -1.42 -1.16 0.48
C -3.9074 3.9648 4.0830 -0.21 -0.16 -0.22
Cl -2.1450 4.0866 4.0078 -0.03 0.12 0.08
Cl -4.5006 4.2833 5.7186 -0.08 0.06 0.01
H -4.3418 4.6939 3.4009 0.14 -0.03 0.18
H -4.2051 2.9610 3.7875 0.14 0.16 0.11
C -0.8574 0.4027 -4.5960 0.01 -0.05 -0.22
Cl -1.6607 -1.0658 -4.0327 -0.14 0.32 -0.11
Cl -0.0901 1.2625 -3.2533 0.08 0.19 -0.03
H -0.0955 0.1320 -5.3259 -0.02 -0.06 0.25
H -1.5938 1.0542 -5.0575 0.08 -0.06 0.23
C -4.3634 1.5139 8.4940 -0.01 0.25 0.10
Cl -5.8076 0.5919 8.9305 0.02 0.03 0.05
Cl -3.1839 0.4974 7.6565 0.10 0.09 -0.05
H -4.6516 2.3339 7.8381 0.04 -0.23 0.00
H -3.9086 1.9093 9.4011 -0.05 -0.19 -0.11
C 1.9018 4.7907 -3.2938 -0.12 0.07 0.02
Cl 2.0225 3.8128 -1.8250 -0.01 0.00 0.20
Cl 3.2012 4.4032 -4.4273 -0.08 0.06 -0.08
H 0.9454 4.5933 -3.7718 0.23 -0.10 0.12
H 1.9692 5.8422 -3.0244 0.13 -0.29 0.07
C -2.7620 -3.4342 7.6724 0.04 0.25 0.10
Cl -1.8049 -4.0614 6.3249 0.07 0.08 0.01
Cl -4.1735 -4.4526 7.9818 -0.03 0.06 0.08
H -2.1408 -3.4093 8.5663 -0.09 -0.13 -0.16
H -3.0987 -2.4269 7.4289 -0.01 -0.25 -0.03
C -0.3911 -4.7975 -3.9543 -0.01 -0.20 0.20
Cl -0.1763 -3.7185 -2.5700 0.03 -0.24 0.13
Cl -0.7016 -3.8820 -5.4352 0.03 -0.31 -0.18
H 0.5145 -5.3880 -4.0867 -0.05 0.23 0.00
H -1.2372 -5.4569 -3.7622 0.30 0.47 0.00
C 3.5694 -3.4044 -2.5049 -0.03 -0.08 0.25
Cl 2.7491 -1.8412 -2.4274 0.13 0.12 0.07
Cl 3.2519 -4.2193 -4.0396 -0.31 -0.19 0.06
H 4.6396 -3.2464 -2.4051 -0.23 0.04 -0.18
H 3.2110 -4.0325 -1.6902 -0.10 0.10 -0.20
C 7.5778 -3.3715 -3.8420 0.29 -0.02 -0.41
Cl 6.1902 -3.3972 -4.9405 0.41 0.07 0.06
Cl 7.0731 -3.1385 -2.1631 0.23 0.01 0.11
H 8.1085 -4.3188 -3.9220 -0.19 0.10 0.09
H 8.2379 -2.5536 -4.1269 -0.19 -0.05 0.13
C -5.0900 1.9978 -4.8280 -0.33 0.12 0.01
Cl -4.9098 1.0136 -3.3670 -0.34 0.44 -0.55
Cl -3.8328 1.6361 -6.0153 -0.13 0.09 -0.17
H -6.0621 1.7920 -5.2737 0.20 -0.07 0.03
H -5.0254 3.0499 -4.5547 0.12 -0.20 0.01
C 0.1691 6.5758 -6.2268 0.05 0.12 -0.27
Cl -0.6425 5.1037 -5.6776 -0.15 -0.03 -0.19
Cl 0.9392 7.4306 -4.8822 -0.09 0.22 -0.23
H 0.9309 6.3077 -6.9574 -0.05 -0.04 0.23
H -0.5676 7.2329 -6.6863 0.06 -0.11 0.20
C 7.6375 -2.0269 1.4327 -0.23 -0.05 -0.14
Cl 8.4361 -0.4549 1.5579 -0.02 0.01 -0.10
Cl 8.2573 -3.1569 2.6424 -0.03 -0.08 -0.05
H 6.5677 -1.8940 1.5873 0.20 0.04 0.09
H 7.8193 -2.4374 0.4404 0.10 0.08 0.20
C -8.1710 4.7936 7.2115 0.03 0.09 -0.26
Cl -8.7813 5.6736 8.6178 -0.04 0.07 -0.06
Cl -7.2829 3.3453 7.6988 -0.15 0.00 -0.04
H -9.0123 4.4985 6.5864 0.10 -0.03 0.20
H -7.5037 5.4450 6.6487 -0.03 -0.10 0.18
C 11.7240 -3.1621 1.1066 -0.12 0.17 0.14
Cl 11.6431 -4.8217 1.7092 -0.04 0.05 0.06
Cl 12.6114 -3.0778 -0.4204 -0.01 0.10 -0.03
H 10.7116 -2.7938 0.9483 0.15 -0.14 -0.02
H 12.2305 -2.5422 1.8448 0.00 -0.17 -0.14
C -4.0202 -6.6894 -4.3111 -0.27 0.09 -0.13
Cl -4.2925 -6.3030 -2.6083 -0.05 0.04 -0.06
Cl -2.3842 -7.3071 -4.5728 -0.24 -0.42 -0.25
H -4.7380 -7.4470 -4.6216 0.19 0.04 0.13
H -4.1561 -5.7865 -4.9050 0.14 -0.10 0.15
```
Forces are in eV/Å.

Summary:
Spin multiplicity   1
Total energy   -450106.1861 eV